one:
Here is one molecule with the formula C3H9NS2 from OMol25. Energies are from ωB97M-V/def2-TZVPD.

The value obtained for the LUMO energy is 0.00267 Ha.

Geometry as ORCA input:
```
! wB97M-V def2-TZVPD RIJCOSX def2/J DEFGRID3
* xyz 0 1
C 0.499 -2.636 -2.278
N -0.180 -1.432 -1.853
C -0.705 -1.367 -0.495
C -1.084 -0.018 0.035
S 0.715 0.775 0.327
S 0.053 2.098 1.944
H -0.229 -3.451 -2.175
H 0.797 -2.585 -3.339
H 1.202 -3.200 -1.665
H 0.354 -0.605 -1.883
H 0.020 -1.878 0.109
H -1.539 -2.217 -0.572
H -1.452 0.781 -0.598
H -1.429 -0.035 1.065
H -1.006 1.377 2.119
*
```

***

two:
Here is one molecule with the formula C3H9NS2 from OMol25. Energies are from ωB97M-V/def2-TZVPD.

The value obtained for the LUMO energy is 0.01931 Ha.

Geometry as ORCA input:
```
! wB97M-V def2-TZVPD RIJCOSX def2/J DEFGRID3
* xyz 0 1
C 0.698 0.155 3.531
N 0.410 0.483 2.103
C -0.361 -0.529 1.414
C -1.103 -0.020 0.168
S -0.036 0.834 -1.128
S 0.296 -0.835 -2.384
H -0.199 -0.380 3.818
H 0.767 1.085 4.086
H 1.593 -0.461 3.614
H 1.290 0.575 1.604
H 0.220 -1.400 1.093
H -1.238 -0.740 2.040
H -1.719 0.834 0.454
H -1.676 -0.829 -0.272
H -1.027 -1.050 -2.693
*
```

***

Relative calculated energies, zero for the most stable structure, unit kJ/mol: one 129.7; two 0.0.

***

one:
Here is a 2-piece molecular cluster, C3H9NS2 overall from OMol25. Energies are from ωB97M-V/def2-TZVPD.

The value obtained for the LUMO energy is 0.00308 Ha.

Geometry as ORCA input:
```
! wB97M-V def2-TZVPD RIJCOSX def2/J DEFGRID3
* xyz 0 1
C 0.325 -0.365 -2.608
C -0.889 -0.986 -2.539
N -0.905 -2.341 -1.992
H 0.972 -0.591 -1.728
H 0.521 0.539 -3.011
H -1.765 -0.578 -3.090
H -0.103 -2.579 -1.460
H -1.663 -2.522 -1.413
C -1.234 1.450 1.881
S 0.311 1.570 0.947
S 1.103 -0.425 1.430
H -1.666 2.401 1.805
H -1.844 0.700 1.361
H -0.951 1.217 2.894
H 0.994 -1.109 0.151
*
```

***

two:
Here is one molecule with the formula C3H9NS2 from OMol25. Energies are from ωB97M-V/def2-TZVPD.

The value obtained for the LUMO energy is 0.01945 Ha.

Geometry as ORCA input:
```
! wB97M-V def2-TZVPD RIJCOSX def2/J DEFGRID3
* xyz 0 1
C 1.512 -1.254 0.147
C 0.607 -0.153 -0.385
N -0.468 -0.748 -1.199
C 0.012 0.687 0.727
S -0.926 2.117 0.107
S -2.652 2.079 1.229
H 1.772 -1.906 -0.688
H 2.429 -0.849 0.581
H 0.943 -1.901 0.815
H 1.219 0.504 -1.021
H -0.057 -0.956 -2.104
H -1.138 -0.007 -1.392
H -0.663 0.066 1.323
H 0.774 1.056 1.408
H -3.366 1.267 0.452
*
```

***

three:
Here is a 2-piece molecular cluster, C3H9NS2 overall from OMol25. Energies are from ωB97M-V/def2-TZVPD.

The value obtained for the LUMO energy is 0.01180 Ha.

Geometry as ORCA input:
```
! wB97M-V def2-TZVPD RIJCOSX def2/J DEFGRID3
* xyz 0 1
C -0.294 0.321 2.007
C -0.745 -0.595 1.095
N 0.038 -1.345 0.224
C -0.474 -1.587 -1.127
H 0.779 0.536 2.137
H -1.026 0.816 2.657
H -1.783 -0.842 1.073
H 1.008 -1.075 0.211
H 0.050 -2.464 -1.556
H -1.568 -1.846 -1.035
H -0.392 -0.706 -1.797
S 1.900 2.898 -0.771
S -0.066 2.296 -1.137
H 2.485 2.263 -1.811
H 0.089 1.329 -0.170
*
```

***

Relative calculated energies, zero for the most stable structure, unit kJ/mol: one 191.2; two 0.0; three 120.1.

***

one:
Here is C4H3FO as an isolated structure from OMol25. Energies are from ωB97M-V/def2-TZVPD.

The value obtained for the LUMO energy is 0.00883 Ha.

Geometry as ORCA input:
```
! wB97M-V def2-TZVPD RIJCOSX def2/J DEFGRID3
* xyz 0 1
C -2.089 -0.373 -1.441
C 0.763 -0.277 0.567
C -0.861 -0.237 -0.500
C 1.562 0.670 0.389
O -1.662 0.705 -0.194
F 0.966 -1.401 1.229
H -2.570 -1.267 -0.912
H 2.371 0.602 0.998
H 1.519 1.578 -0.135
*
```

***

two:
Here is a 2-piece molecular cluster, C4H3FO overall from OMol25. Energies are from ωB97M-V/def2-TZVPD.

The value obtained for the LUMO energy is 0.02310 Ha.

Geometry as ORCA input:
```
! wB97M-V def2-TZVPD RIJCOSX def2/J DEFGRID3
* xyz 0 1
C 0.529 -1.685 0.596
C 1.642 -1.504 -0.055
O 2.725 -1.481 -0.552
H 0.433 -2.279 1.525
H -0.416 -1.468 -0.023
C -1.111 2.452 0.155
C -1.363 1.807 -0.816
F -1.652 1.089 -1.815
H -0.787 3.070 0.983
*
```

***

three:
Here is a 2-piece molecular cluster, C4H3FO overall from OMol25. Energies are from ωB97M-V/def2-TZVPD.

The value obtained for the LUMO energy is 0.02732 Ha.

Geometry as ORCA input:
```
! wB97M-V def2-TZVPD RIJCOSX def2/J DEFGRID3
* xyz 0 1
C 1.241 0.401 -0.544
C 2.370 0.014 0.015
O 3.320 -0.367 0.557
H 0.708 -0.245 -1.070
H 1.065 1.478 -0.649
C -1.296 -1.234 0.883
C -0.382 -1.684 0.263
F 0.302 -2.504 -0.466
H -2.002 -0.940 1.613
*
```

***

Relative calculated energies, zero for the most stable structure, unit kJ/mol: one 346.1; two 0.0; three 28.2.

***

one:
Here is an isolated ion of composition C2H4O2P and charge +1 from OMol25. Energies are from ωB97M-V/def2-TZVPD.

The value obtained for the LUMO energy (spin up / spin down) is -0.27512 / -0.25935 Ha.

Geometry as ORCA input:
```
! wB97M-V def2-TZVPD RIJCOSX def2/J DEFGRID3
* xyz 1 1
C -0.939 -0.246 0.259
C 0.491 -0.236 -0.513
O -0.854 0.011 1.515
O 1.241 0.844 -0.110
P 1.607 1.813 0.970
H -1.626 0.429 -0.301
H -1.268 -1.289 0.045
H 1.037 -1.153 -0.274
H 0.310 -0.173 -1.590
*
```

***

two:
Here is an isolated ion of composition C2H4O2P and charge +1 from OMol25. Energies are from ωB97M-V/def2-TZVPD.

The value obtained for the LUMO energy (spin up / spin down) is -0.27300 / -0.25800 Ha.

Geometry as ORCA input:
```
! wB97M-V def2-TZVPD RIJCOSX def2/J DEFGRID3
* xyz 1 1
C 0.372 0.852 -0.190
C -0.589 -0.321 0.420
O 1.220 0.434 -1.191
O -0.072 -1.539 0.135
P 0.891 -2.501 -0.455
H -0.391 1.537 -0.651
H 0.926 1.529 0.503
H -0.814 -0.012 1.493
H -1.542 0.020 -0.065
*
```

***

Relative calculated energies, zero for the most stable structure, unit kJ/mol: one 0.0; two 53.8.

***

one:
Here is a 2-piece molecular cluster, C2H9NO overall from OMol25. Energies are from ωB97M-V/def2-TZVPD.

The value obtained for the LUMO energy is 0.03007 Ha.

Geometry as ORCA input:
```
! wB97M-V def2-TZVPD RIJCOSX def2/J DEFGRID3
* xyz 0 1
N 0.497 -1.379 0.080
C -0.607 -0.814 0.878
O -1.914 -0.905 0.164
H 1.289 -0.957 0.565
H 0.548 -2.377 0.182
H -0.522 -1.400 1.743
H -0.318 0.175 1.026
H -1.764 -0.510 -0.724
C 1.609 2.679 -1.008
H 1.956 1.760 -0.635
H 2.440 3.067 -1.766
H 1.592 3.441 -0.071
H 0.608 2.511 -1.408
*
```

***

two:
Here is a 2-piece molecular cluster, C2H9NO overall from OMol25. Energies are from ωB97M-V/def2-TZVPD.

The value obtained for the LUMO energy is 0.03355 Ha.

Geometry as ORCA input:
```
! wB97M-V def2-TZVPD RIJCOSX def2/J DEFGRID3
* xyz 0 1
C -1.283 0.339 -1.237
N -0.539 1.352 -0.413
H -1.739 -0.316 -0.548
H -2.127 0.727 -1.711
H -0.531 -0.146 -1.910
H 0.084 2.107 -0.852
H -1.195 1.642 0.321
C 1.263 -1.271 1.071
O 1.416 0.127 1.546
H 2.160 -1.984 1.446
H 0.358 -1.638 1.483
H 1.338 -1.512 -0.090
H 0.797 0.572 0.896
*
```

***

three:
Here is C2H9NO as an isolated structure from OMol25. Energies are from ωB97M-V/def2-TZVPD.

The value obtained for the LUMO energy is 0.01548 Ha.

Geometry as ORCA input:
```
! wB97M-V def2-TZVPD RIJCOSX def2/J DEFGRID3
* xyz 0 1
C 2.328 0.488 -0.038
C -2.754 0.357 -0.056
H 1.078 -1.148 -0.015
H 2.624 -1.308 -0.679
H 3.395 0.530 0.052
H 1.976 1.022 -0.880
H 1.827 0.883 0.825
H -1.824 -1.237 1.009
H -2.364 0.878 -0.931
H -3.811 0.387 0.060
H -2.396 0.997 0.785
N 2.074 -0.908 0.035
O -2.153 -0.941 -0.168
*
```

***

Relative calculated energies, zero for the most stable structure, unit kJ/mol: one 0.0; two 27.6; three 112.2.

***

one:
Here is a 2-piece molecular cluster, C2H9NO overall from OMol25. Energies are from ωB97M-V/def2-TZVPD.

The value obtained for the LUMO energy is 0.03512 Ha.

Geometry as ORCA input:
```
! wB97M-V def2-TZVPD RIJCOSX def2/J DEFGRID3
* xyz 0 1
C -1.006 -1.850 0.209
O -0.287 -0.652 0.434
C -1.016 0.481 0.056
H -2.073 -1.668 0.163
H -0.743 -2.536 1.010
H -0.676 -2.318 -0.729
H -1.176 0.426 -1.023
H -0.359 1.329 0.196
H -1.886 0.595 0.700
N 2.525 1.596 -0.410
H 2.331 0.607 -0.319
H 2.642 1.935 0.531
H 1.724 2.054 -0.819
*
```

***

two:
Here is a 2-piece molecular cluster, C2H9NO overall from OMol25. Energies are from ωB97M-V/def2-TZVPD.

The value obtained for the LUMO energy is 0.03667 Ha.

Geometry as ORCA input:
```
! wB97M-V def2-TZVPD RIJCOSX def2/J DEFGRID3
* xyz 0 1
N -2.062 0.808 0.569
C -0.929 0.090 0.002
O -0.104 -0.497 0.982
H -2.118 0.832 1.572
H -2.931 0.609 0.112
H -1.306 -0.733 -0.605
H -0.312 0.746 -0.611
H 0.269 0.214 1.517
C 2.663 -0.368 -1.391
H 2.526 -1.113 -0.610
H 3.156 0.519 -0.997
H 1.704 -0.103 -1.837
H 3.275 -0.794 -2.183
*
```

***

three:
Here is C2H9NO as an isolated structure from OMol25. Energies are from ωB97M-V/def2-TZVPD.

The value obtained for the LUMO energy is 0.02532 Ha.

Geometry as ORCA input:
```
! wB97M-V def2-TZVPD RIJCOSX def2/J DEFGRID3
* xyz 0 1
H 1.763 0.324 -0.437
O 2.716 0.779 -1.100
N 0.682 -0.322 0.018
H 2.364 0.746 -2.030
H 0.536 -0.701 -0.935
C -0.457 0.517 0.488
H -0.525 1.409 -0.093
H -0.221 0.868 1.562
H 0.914 -1.139 0.581
C -1.720 -0.444 0.565
H -2.524 -0.072 1.023
H -2.108 -0.559 -0.503
H -1.419 -1.404 0.862
*
```

***

Relative calculated energies, zero for the most stable structure, unit kJ/mol: one 29.9; two 0.0; three 80.4.